(A)
DFT (ωB97M-V/def2-TZVPD) results for C23H39N7O6P3S2Sr as an isolated structure.

```
81
Properties=species:S:1:pos:R:3
Sr 0.89 -0.05 -0.43
C 2.29 4.54 0.64
P 2.49 2.73 0.83
C 2.86 2.61 2.62
C 4.25 2.53 0.24
C 4.46 2.75 -1.26
P 3.30 1.80 -2.34
C 4.13 0.17 -2.27
C 3.95 2.32 -3.98
H 3.13 5.08 1.10
H 1.36 4.81 1.14
H 2.21 4.81 -0.41
H 3.71 3.26 2.88
H 3.10 1.58 2.87
H 1.99 2.90 3.21
H 4.55 1.52 0.53
H 4.89 3.22 0.80
H 5.49 2.49 -1.55
H 4.33 3.81 -1.49
H 5.21 0.24 -2.42
H 3.70 -0.49 -3.01
H 3.95 -0.31 -1.31
H 5.03 2.16 -4.04
H 3.73 3.37 -4.18
H 3.46 1.73 -4.76
O 1.75 -1.20 -2.71
N 1.43 -2.45 -2.82
C 0.78 -2.88 -3.93
C 0.48 -4.21 -4.13
C 0.82 -5.13 -3.14
C 1.42 -4.68 -1.99
C 1.75 -3.32 -1.80
S 2.57 -2.75 -0.41
H 0.55 -2.08 -4.61
H -0.01 -4.49 -5.05
H 0.60 -6.19 -3.27
H 1.69 -5.35 -1.19
N -6.40 1.09 3.75
C -5.02 1.28 3.60
C -4.46 1.41 2.33
C -3.11 1.65 2.18
C -2.30 1.76 3.31
C -2.84 1.64 4.58
C -4.20 1.41 4.72
S -0.58 2.05 3.06
O -0.46 3.18 2.17
O 0.04 2.20 4.36
N -0.05 0.77 2.24
C 0.05 -0.43 2.81
N -0.51 -0.73 4.01
C -0.38 -1.98 4.43
C 0.28 -2.97 3.71
C 0.81 -2.57 2.49
N 0.71 -1.34 2.03
H -6.83 0.62 2.96
H -6.65 0.63 4.61
H -5.09 1.31 1.45
H -2.65 1.72 1.20
H -2.18 1.72 5.43
H -4.64 1.33 5.71
H -0.83 -2.20 5.39
H 0.37 -3.98 4.07
H 1.34 -3.27 1.85
N -3.34 1.13 -2.81
C -3.49 0.03 -1.79
P -2.56 -1.29 -2.49
O -3.28 -1.79 -3.74
O -1.10 -0.97 -2.72
C -2.58 -2.66 -1.26
N -1.89 -3.70 -2.10
H -3.74 1.99 -2.47
H -3.70 0.92 -3.75
H -2.32 1.27 -2.88
H -4.53 -0.24 -1.67
H -2.20 0.65 -0.41
H -3.57 -3.01 -1.00
H -1.99 -2.43 -0.38
H -2.43 -3.77 -2.97
H -1.74 -4.61 -1.66
H -0.98 -3.31 -2.38
O -1.25 0.60 -0.32
```

Calculated values
HOMO-LUMO gap = 0.2188 Eh
Net charge = -1
LUMO level = 0.079 Eh
HOMO level = -3.79 eV
Molar mass = 754.28 g mol⁻¹

***

(B)
DFT (ωB97M-V/def2-TZVPD) results for C23H39N7O6P3S2Sr as an isolated structure.

```
81
Properties=species:S:1:pos:R:3
Sr 0.11 -0.51 -0.75
C -3.13 -2.25 -3.25
P -2.49 -0.66 -2.59
C -4.00 0.11 -1.91
C -2.30 0.23 -4.18
C -1.91 1.70 -4.08
P -0.26 2.05 -3.30
C 0.00 3.68 -4.14
C -0.73 2.42 -1.63
H -3.95 -2.10 -3.96
H -3.47 -2.89 -2.44
H -2.30 -2.76 -3.75
H -4.79 0.20 -2.66
H -3.74 1.11 -1.54
H -4.36 -0.47 -1.06
H -3.24 0.12 -4.74
H -1.53 -0.31 -4.73
H -2.68 2.27 -3.53
H -1.88 2.12 -5.09
H -0.86 4.35 -4.00
H 0.18 3.54 -5.21
H 0.88 4.17 -3.72
H -1.52 3.19 -1.63
H 0.15 2.71 -1.06
H -1.33 1.44 -0.53
O 0.43 -2.74 -2.01
N 1.61 -3.30 -2.06
C 1.71 -4.62 -1.83
C 2.90 -5.30 -1.87
C 4.06 -4.57 -2.16
C 3.96 -3.22 -2.39
C 2.73 -2.52 -2.33
S 2.56 -0.86 -2.62
H 0.75 -5.09 -1.62
H 2.91 -6.36 -1.68
H 5.02 -5.06 -2.20
H 4.83 -2.62 -2.60
N -2.21 5.26 2.63
C -1.06 4.47 2.50
C -0.32 4.49 1.32
C 0.77 3.66 1.17
C 1.12 2.78 2.18
C 0.42 2.78 3.37
C -0.67 3.62 3.53
S 2.56 1.76 1.98
O 3.54 2.60 1.34
O 2.86 1.26 3.31
N 2.01 0.56 1.06
C 2.74 -0.57 1.13
N 4.06 -0.55 1.38
C 4.69 -1.70 1.39
C 4.08 -2.91 1.12
C 2.72 -2.85 0.87
N 2.02 -1.72 0.93
H -2.23 6.06 2.02
H -2.43 5.52 3.58
H -0.62 5.14 0.51
H 1.38 3.70 0.27
H 0.74 2.13 4.17
H -1.22 3.62 4.47
H 5.75 -1.66 1.62
H 4.63 -3.84 1.07
H 2.17 -3.75 0.62
N -3.23 0.68 2.63
C -1.96 0.28 3.23
P -1.56 -1.47 2.91
O -2.40 -2.38 3.76
O -1.37 -1.77 1.45
C 0.16 -1.66 3.59
N 0.44 -3.04 3.06
H -3.44 1.64 2.89
H -3.99 0.09 2.97
H -2.43 0.95 0.72
H -1.93 0.40 4.32
H -1.15 0.86 2.78
H 0.18 -1.67 4.67
H 0.94 -1.02 3.18
H -0.28 -3.68 3.39
H 1.37 -3.39 3.28
H 0.33 -2.93 2.04
O -1.50 1.00 0.43
```

Calculated values
HOMO-LUMO gap = 0.2319 Eh
Net charge = -1
LUMO level = 0.076 Eh
HOMO level = -4.25 eV
Molar mass = 754.28 g mol⁻¹

***

Verdict on stability: (A) comes out at the bottom.

***

(A)
DFT (ωB97M-V/def2-TZVPD) results for a 2-piece molecular cluster, C2H8NOS overall.

```
13
Properties=species:S:1:pos:R:3
C 0.41 -0.20 2.61
S -0.64 0.79 1.59
H 0.86 0.42 3.39
H 1.28 -0.67 2.13
H -0.10 -1.08 3.05
N 0.70 0.46 -1.63
C -0.58 -0.19 -1.96
O -1.09 -0.93 -0.89
H 0.70 0.97 -0.74
H 0.97 1.11 -2.36
H -0.26 -0.90 -2.75
H -1.30 0.54 -2.37
H -0.97 -0.33 -0.06
```

Calculated values
HOMO-LUMO gap = 0.2549 Eh
Net charge = -1
LUMO level = 0.151 Eh
HOMO level = -2.82 eV
Molar mass = 94.16 g mol⁻¹

***

(B)
DFT (ωB97M-V/def2-TZVPD) results for a 2-piece molecular cluster, C2H8NOS overall.

```
13
Properties=species:S:1:pos:R:3
C 0.96 -0.64 -0.59
O 0.46 -1.77 0.09
C -0.14 0.29 -1.15
N -0.19 1.54 -0.39
H 1.60 -0.02 0.04
H 1.59 -1.03 -1.41
H -0.03 -1.44 0.90
H 0.07 0.55 -2.19
H -1.07 -0.27 -1.11
H -0.40 1.35 0.59
H -0.92 2.15 -0.72
S -0.92 -0.12 2.34
H -1.02 -0.58 3.59
```

Calculated values
HOMO-LUMO gap = 0.2759 Eh
Net charge = -1
LUMO level = 0.156 Eh
HOMO level = -3.27 eV
Molar mass = 94.16 g mol⁻¹

***

Verdict on stability: (A) comes out at the bottom.

***

(A)
DFT (ωB97M-V/def2-TZVPD) results for a 2-piece molecular cluster, C2H8NOS overall.

```
13
Properties=species:S:1:pos:R:3
S 0.28 1.79 1.40
H 1.08 2.68 1.98
C -0.22 -1.54 0.67
N 0.42 -0.89 -0.56
C -0.44 0.17 -1.19
O 0.31 1.27 -1.56
H -0.35 -0.77 1.48
H 0.36 -2.47 0.90
H -1.24 -1.89 0.40
H 1.29 -0.47 -0.23
H -0.89 -0.20 -2.12
H -1.22 0.53 -0.43
H 0.61 1.79 -0.76
```

Calculated values
HOMO-LUMO gap = 0.2724 Eh
Net charge = -1
LUMO level = 0.155 Eh
HOMO level = -3.19 eV
Molar mass = 94.16 g mol⁻¹

***

(B)
DFT (ωB97M-V/def2-TZVPD) results for a 2-piece molecular cluster, C2H8NOS overall.

```
13
Properties=species:S:1:pos:R:3
C -0.99 -1.93 0.16
S -2.23 -0.61 0.10
H -0.42 -2.02 -0.77
H -1.48 -2.88 0.30
H -0.24 -1.87 0.96
N 1.36 0.85 0.68
C 0.89 1.22 -0.62
O -0.30 1.98 -0.63
H 1.27 1.63 1.33
H 0.75 0.13 1.05
H 0.74 0.29 -1.18
H 1.61 1.84 -1.17
H -0.97 1.38 -0.21
```

Calculated values
HOMO-LUMO gap = 0.2558 Eh
Net charge = -1
LUMO level = 0.158 Eh
HOMO level = -2.67 eV
Molar mass = 94.16 g mol⁻¹

***

Verdict on stability: (A) comes out at the bottom.